Record 1
Below is a cluster of 2 separate species, C4H8Cl2NO3S in total at a distorted geometry, with properties calculated with wB97M-V/def2-TZVPD.

Each line ends with the Löwdin charge.
Cartesian coordinates (Å):
C1 2.69450 -0.81885 0.79133  -0.0636
C2 -2.34766 0.92280 0.25822  -0.1793
C3 2.01617 -1.99398 0.70169  -0.5885
C4 -0.92236 1.19325 0.72866  -0.8374
N1 0.05968 0.98489 -0.10331  -0.1997
O1 1.15707 -0.20397 -1.89140  -0.3463
O2 -0.87396 0.96198 -2.58282  -0.1889
O3 -0.88294 -1.21330 -1.25787  -0.3192
S1 -0.14384 0.04239 -1.33460  0.5100
Cl1 2.58857 -3.44109 1.57449  0.4720
Cl2 -0.93593 0.14394 2.31016  0.4100
H1 2.18701 -0.08223 0.28863  -0.0229
H2 -0.31309 1.68911 -2.65133  0.0081
H3 3.71672 -0.78403 1.26693  0.0723
H4 -2.87605 0.19850 0.98667  0.0552
H5 -2.23911 0.47167 -0.66987  -0.0150
H6 -3.05551 1.84982 0.22717  0.1015
H7 1.11022 -2.12500 0.10670  0.0401
H8 -0.93950 2.20412 1.25055  0.0916

* E: -1756.25245 a.u.
* relative energy (zero: lowest compared OMol25 entry of this formula, charge and spin): 2.059 eV
* total charge: -1
* strongest force on any atom: 0.112 Eh/bohr
* 2S+1: 1

---

Record 2
Below is a structure of composition C4H8Cl2Si at a distorted geometry, with properties calculated with wB97M-V/def2-TZVPD.

Each line ends with the Löwdin charge.
Cartesian coordinates (Å):
C1 -1.37693 -3.24205 -2.73304  -0.0070
C2 -1.74480 -2.68887 -1.73171  -0.0185
C3 -0.00269 2.11675 0.97572  -0.2983
C4 2.59836 0.27606 0.81464  -1.3076
Si1 0.71994 0.40737 0.52684  0.4940
Cl1 3.26796 1.17617 -0.43256  0.5809
Cl2 3.12862 -1.45453 0.51212  0.4317
H1 -1.02180 -3.52537 -3.67335  0.0017
H2 -0.18942 -0.33654 1.43522  -0.0407
H3 -2.13798 -2.11208 -0.90424  0.0234
H4 -0.24647 2.29477 2.02626  0.0083
H5 0.51648 3.09377 0.72520  0.0336
H6 -0.98166 2.13113 0.36679  0.0415
H7 3.04225 0.38032 1.88767  0.0692
H8 0.14114 -0.02533 -0.83593  -0.0126

* E: -1366.96057 a.u.
* relative energy (zero: lowest compared OMol25 entry of this formula, charge and spin): 6.031 eV
* total charge: 0
* strongest force on any atom: 0.070 Eh/bohr
* 2S+1: 1

---

Record 3
Below is a cluster of 2 separate species, C4H8Cl4 in total at a distorted geometry, with properties calculated with wB97M-V/def2-TZVPD.

Each line ends with the Löwdin charge.
Cartesian coordinates (Å):
Cl1 -4.88474 7.63187 4.56513  0.4600
C1 -6.15313 6.32326 4.94687  -0.5517
C2 -6.42384 5.28410 3.69884  -0.5465
Cl2 -8.07878 4.44264 3.88066  0.5905
H1 -7.07829 6.79873 5.27261  0.0518
H2 -5.72415 5.67122 5.70774  0.0277
H3 -5.70732 4.46577 3.76978  -0.1282
H4 -6.26378 5.71865 2.71211  0.0662
Cl3 -8.77882 1.22268 4.10869  0.5672
C3 -7.20779 1.95419 3.66536  -0.7507
C4 -6.46040 2.28574 4.97058  -0.6114
Cl4 -4.90545 3.20710 4.78565  0.6521
H5 -7.30949 2.73570 2.91238  -0.0063
H6 -6.65373 1.20470 3.10021  0.0689
H7 -6.14769 1.37513 5.48155  0.0646
H8 -7.12448 2.79785 5.66689  0.0456

* E: -1997.90798 a.u.
* structure (SMILES): ClCCCl.ClCCCl
* relative energy (zero: lowest compared OMol25 entry of this formula, charge and spin): 2.132 eV
* total charge: 0
* strongest force on any atom: 0.065 Eh/bohr
* 2S+1: 1

---

Record 4
Below is a cluster of 4 separate species, C4H8Cl8 in total at a distorted geometry, with properties calculated with wB97M-V/def2-TZVPD.

Each line ends with the Löwdin charge.
Cartesian coordinates (Å):
Cl1 5.29511 1.72941 1.26919  0.4543
C1 4.45193 0.55534 2.37264  -0.9814
Cl2 5.24389 -1.04707 2.41290  0.4870
H1 4.54505 0.95864 3.38100  0.0187
H2 3.38809 0.53837 2.13586  -0.0352
Cl3 -1.36995 -0.54698 -3.55109  0.5260
C2 -0.28436 -1.75364 -4.20388  -1.0238
Cl4 1.33834 -1.07146 -4.34662  0.5120
H3 -0.28794 -2.56743 -3.47875  0.0293
H4 -0.69369 -2.09147 -5.15595  0.0326
Cl5 -1.50470 -0.21112 -0.14929  0.5603
C3 -0.12077 0.70861 -0.57235  -1.0571
Cl6 1.09157 0.66914 0.72920  0.5316
H5 0.27799 0.25383 -1.47914  -0.0211
H6 -0.40691 1.73932 -0.78181  0.0419
Cl7 -3.39172 0.38910 3.75804  0.5099
C4 -4.21305 0.28302 2.21266  -1.0134
Cl8 -4.71656 1.92811 1.63558  0.4536
H7 -3.52749 -0.14581 1.48174  -0.0516
H8 -5.11482 -0.31792 2.33009  0.0265

* E: -3838.71918 a.u.
* structure (SMILES): ClCCl.ClCCl.ClCCl.ClCCl
* relative energy (zero: lowest compared OMol25 entry of this formula, charge and spin): 0.407 eV
* total charge: 0
* strongest force on any atom: 0.026 Eh/bohr
* 2S+1: 1

---

Record 5
Below is a cluster of 4 separate species, C4H8Cl8 in total at a distorted geometry, with properties calculated with wB97M-V/def2-TZVPD.

Each line ends with the Löwdin charge.
Cartesian coordinates (Å):
Cl1 -0.53939 2.17969 4.90959  0.4825
C1 -0.07051 1.95962 3.20249  -0.9879
Cl2 1.67683 2.42873 3.08409  0.4499
H1 -0.16732 0.90870 2.95226  0.0157
H2 -0.68749 2.57453 2.59597  -0.0059
Cl3 -4.87173 -0.18447 -3.36777  0.5063
C2 -4.22695 -0.45660 -1.75411  -1.0919
Cl4 -4.32025 -2.12231 -1.27691  0.5244
H3 -3.16833 -0.17122 -1.76465  -0.0459
H4 -4.74957 0.17560 -1.03401  0.0328
Cl5 3.73508 -0.81907 1.03700  0.5277
C3 4.16955 -1.97451 -0.19388  -1.0541
Cl6 3.03571 -2.01007 -1.54753  0.5185
H5 5.18490 -1.79221 -0.57009  0.0363
H6 4.14191 -2.99161 0.22828  0.0313
Cl7 -0.42371 -0.53714 -2.55320  0.5227
C4 0.31694 0.46593 -1.29519  -0.9765
Cl8 -0.95409 1.24539 -0.25773  0.4922
H7 0.98546 -0.12861 -0.65473  -0.0127
H8 0.93295 1.24965 -1.73989  0.0344

* E: -3838.72612 a.u.
* structure (SMILES): ClCCl.ClCCl.ClCCl.ClCCl
* relative energy (zero: lowest compared OMol25 entry of this formula, charge and spin): 0.218 eV
* total charge: 0
* strongest force on any atom: 0.035 Eh/bohr
* 2S+1: 1

---

Record 6
Below is a structure of composition C4H8ClFN2 at a distorted geometry, with properties calculated with wB97M-V/def2-TZVPD.

Each line ends with the Löwdin charge.
Cartesian coordinates (Å):
C1 -0.06197 -1.85635 -0.48116  -0.0415
C2 -0.97793 -0.15792 -0.59992  -0.2754
C3 0.83864 -0.08897 0.79436  -0.6225
C4 -0.33592 2.04422 0.16204  -0.0406
N1 0.47936 -1.46602 0.82482  -0.1004
N2 -0.29012 0.56404 0.33264  -0.2140
F1 -2.30967 -0.24809 -0.24575  -0.0081
Cl1 2.31639 0.12082 -0.43728  0.4409
H1 -0.83543 -2.63674 -0.45061  0.0991
H2 0.63699 -1.75476 -1.29857  0.0497
H3 -0.96300 0.24999 -1.66760  0.1549
H4 1.10924 0.17825 1.79617  0.1184
H5 -1.33937 2.41973 0.09171  0.0660
H6 0.40709 2.67924 0.90626  0.1473
H7 0.12377 2.10011 -0.89551  0.0857
H8 1.20194 -2.14756 1.16838  0.1404

* E: -826.71121 a.u.
* relative energy (zero: lowest compared OMol25 entry of this formula, charge and spin): 1.463 eV
* total charge: 0
* strongest force on any atom: 0.106 Eh/bohr
* 2S+1: 1

---

Record 7
Below is the molecule C4H8ClN at a distorted geometry, with properties calculated with wB97M-V/def2-TZVPD.

Each line ends with the Löwdin charge.
Cartesian coordinates (Å):
Cl1 -2.52394 0.02766 -0.18738  0.5069
C1 -0.91005 0.19778 0.59622  -0.5458
C2 0.20042 -0.70288 -0.09455  -0.2529
N1 1.40856 -0.11697 0.37082  -0.2277
C3 2.69685 -0.44181 -0.10472  -0.1079
C4 2.04221 0.94558 -0.28371  -0.1383
H1 -0.49770 1.21310 0.28889  0.0840
H2 -0.91211 0.08068 1.63654  0.0499
H3 0.13024 -1.72130 0.25857  0.1170
H4 0.05877 -0.55851 -1.14661  0.0951
H5 3.53410 -0.58388 0.62386  0.1074
H6 2.75732 -1.13285 -0.97547  0.1112
H7 2.18970 1.76592 0.42697  0.1048
H8 1.61025 1.29335 -1.20236  0.0963

* E: -672.08609 a.u.
* structure (SMILES): ClCCN1CC1
* relative energy (zero: lowest compared OMol25 entry of this formula, charge and spin): 1.378 eV
* total charge: 0
* strongest force on any atom: 0.077 Eh/bohr
* 2S+1: 1

---

Record 8
Below is the ion C4H8ClN2 with charge +1 at a distorted geometry, with properties calculated with wB97M-V/def2-TZVPD.

Each line ends with the Löwdin charge.
Cartesian coordinates (Å):
C1 2.56623 -0.37574 -0.19511  -0.0960
C2 1.16376 0.01373 0.08467  -0.6537
Cl1 0.91003 1.72728 0.21398  0.7679
C3 0.16150 -0.86154 0.21830  -0.1105
N1 -1.21137 -0.68979 0.49620  0.0806
C4 -2.13668 0.19815 0.20267  -0.1217
N2 -2.03053 1.29414 -0.50746  0.1851
H1 3.23578 0.09003 0.52595  0.0924
H2 2.85738 -0.01771 -1.18320  0.0974
H3 2.69679 -1.45231 -0.15802  0.0916
H4 0.42720 -1.90831 0.16721  0.1357
H5 -1.56964 -1.50056 0.99220  0.1697
H6 -3.12961 -0.03707 0.57677  0.1685
H7 -1.11187 1.62266 -0.79962  0.0496
H8 -2.82897 1.89704 -0.63454  0.1433

* E: -726.67360 a.u.
* structure (SMILES): C/C(Cl)=C/[NH+]=C\N
* relative energy (zero: lowest compared OMol25 entry of this formula, charge and spin): 0.539 eV
* total charge: +1
* strongest force on any atom: 0.020 Eh/bohr
* 2S+1: 1

---

Record 9
Below is a cluster of 2 separate species, C4H8ClN2O2 in total at a distorted geometry, with properties calculated with wB97M-V/def2-TZVPD.

Each line ends with the Löwdin charge.
Cartesian coordinates (Å):
C1 0.97015 0.32719 -0.45798  -0.0774
C2 -4.31276 -0.10025 -0.19190  -0.0478
C3 2.86764 -1.17333 0.24649  0.0427
C4 -3.24722 0.71790 -0.36028  -0.5265
N1 1.68544 -0.71267 -0.50032  0.0907
N2 1.13653 1.49359 0.12368  -0.2284
O1 2.37060 1.96034 -0.44107  0.0757
O2 0.44883 2.27080 0.76270  0.1278
Cl1 -1.63667 0.09224 0.09997  0.6513
H1 -5.30012 0.30840 -0.43680  0.0766
H2 2.58858 2.94820 -0.39635  0.1913
H3 -4.17695 -1.09099 0.18796  0.0510
H4 2.57535 -2.10611 0.71555  0.1142
H5 3.11162 -0.59620 1.02761  0.0629
H6 3.64202 -1.40453 -0.46694  0.1180
H7 -3.24130 1.75513 -0.83237  0.0958
H8 1.40314 -1.36550 -1.23159  0.1821

* E: -876.88058 a.u.
* relative energy (zero: lowest compared OMol25 entry of this formula, charge and spin): 6.026 eV
* total charge: +1
* strongest force on any atom: 0.083 Eh/bohr
* 2S+1: 1

---

Record 10
Below is the molecule C4H8ClNO at a distorted geometry, with properties calculated with wB97M-V/def2-TZVPD.

Each line ends with the Löwdin charge.
Cartesian coordinates (Å):
N1 -2.47599 -0.02986 -0.14940  -0.0535
C1 -1.23832 -0.90429 -0.31916  -0.3444
C2 -0.52622 -1.14021 0.93349  -0.1112
C3 0.14424 -0.25448 -0.05218  -0.8051
Cl1 0.08508 1.51477 0.02789  0.6785
C4 1.38140 -0.80898 -0.60598  -0.3309
O1 2.37011 -0.21052 0.26711  -0.1898
H1 -2.19122 0.61494 0.74904  0.1037
H2 -2.95577 0.30377 -1.09010  0.1149
H3 -1.32772 -1.47867 -1.41500  0.1917
H4 0.23938 -1.90428 1.20758  0.1310
H5 -1.00358 -0.69045 1.76024  0.0953
H6 1.57462 -0.90330 -1.80409  0.1563
H7 1.43205 -2.02135 -0.55855  0.1585
H8 2.59036 0.86933 -0.15133  0.2052

* E: -747.23146 a.u.
* structure (SMILES): N[C@@H]1C[C@@]1(Cl)CO
* relative energy (zero: lowest compared OMol25 entry of this formula, charge and spin): 4.547 eV
* total charge: 0
* strongest force on any atom: 0.108 Eh/bohr
* 2S+1: 1